The following is a quantum chemistry calculation of a 7-piece molecular cluster, C23H44Cl12I overall, from the OMol25 dataset.

Structure (XYZ):
```
80
Properties=species:S:1:pos:R:3:forces:R:3:lowdin_charge:R:1
C 1.538 2.136 1.329 1.123 -1.272 -1.234 -0.110
C 1.653 1.617 -0.248 0.002 -1.318 -0.498 -0.251
C 2.139 2.632 -1.468 -2.255 0.064 -0.156 -0.135
C 1.276 0.198 -0.632 -0.480 1.432 0.045 -0.130
C -0.267 -0.026 -1.140 0.971 0.342 -1.839 -0.201
C -1.402 0.204 0.067 0.532 -0.577 -0.726 -0.202
C -2.721 0.831 -0.678 -0.114 -0.335 1.027 -0.357
C -3.464 -0.385 -1.500 -0.071 0.362 -0.370 -0.109
C -3.827 1.514 0.323 -0.769 -0.101 -0.924 -0.212
C -4.875 2.357 -0.671 0.214 1.074 0.254 -0.446
C -4.681 3.999 -0.492 0.014 -1.821 1.020 -0.727
I -5.616 4.845 -2.327 -0.252 0.030 0.439 0.378
H 2.618 2.417 1.688 -2.189 -0.198 -0.123 0.064
H 1.085 1.214 1.935 1.207 2.546 -1.300 -0.023
H 0.776 3.044 1.358 1.743 -1.878 -0.194 0.104
H 1.161 3.074 -1.989 2.088 -0.595 0.926 0.087
H 2.714 2.043 -2.330 -1.194 1.317 2.425 0.035
H 2.763 3.542 -1.046 -1.212 -2.028 -0.781 0.064
H 2.033 -0.707 -0.574 -2.119 1.535 1.479 0.066
H -0.454 0.773 -2.007 0.150 -1.469 1.894 0.116
H -0.443 -1.081 -1.668 0.555 2.150 1.253 0.096
H -1.597 -0.881 0.523 0.160 2.855 -0.931 0.020
H -0.940 0.870 0.911 -1.047 -1.028 -1.735 0.086
H -2.354 1.670 -1.422 -0.795 -1.670 1.518 0.136
H -4.489 -0.700 -0.997 2.179 0.730 -0.967 0.086
H -3.704 0.029 -2.574 0.389 -1.149 1.990 0.079
H -2.773 -1.339 -1.565 -1.380 1.932 -0.002 0.060
H -4.495 0.680 0.826 1.607 1.419 -0.786 0.094
H -3.371 2.198 1.166 -0.763 -1.210 -1.835 0.102
H -5.972 2.035 -0.408 1.847 0.214 -0.785 0.072
H -4.607 2.144 -1.815 -0.772 0.152 2.580 0.049
H -5.312 4.374 0.419 0.497 -0.699 -1.663 -0.068
Cl 0.862 -1.000 2.435 -0.006 -0.360 0.261 0.646
C 0.975 -2.778 2.389 0.034 -0.353 -0.106 -0.648
C 0.648 -3.338 1.014 0.401 0.059 -0.038 -0.683
Cl -1.074 -3.143 0.600 0.032 -0.525 0.076 0.608
H 0.309 -3.180 3.157 0.070 0.096 -0.206 0.071
H 2.003 -3.036 2.660 -0.244 0.129 -0.166 -0.014
H 0.860 -4.411 0.990 -0.097 0.569 -0.021 -0.045
H 1.242 -2.857 0.230 -0.267 0.047 0.256 0.017
Cl -8.853 9.751 -4.154 0.007 0.093 -0.063 0.514
C -9.727 8.228 -3.855 -0.177 -0.386 0.099 -0.677
C -8.794 7.106 -3.429 -0.074 0.042 0.137 -0.682
Cl -7.729 6.577 -4.755 -0.172 0.178 -0.062 0.464
H -10.281 7.970 -4.762 0.230 0.066 0.133 0.063
H -10.451 8.431 -3.060 0.180 -0.044 -0.058 0.066
H -9.378 6.232 -3.124 0.072 0.155 -0.070 0.072
H -8.163 7.403 -2.585 -0.048 -0.083 -0.245 0.056
Cl 5.960 -2.653 2.707 0.098 0.091 -0.082 0.513
C 5.972 -1.678 1.216 0.027 0.173 -0.245 -0.651
C 4.583 -1.527 0.618 0.174 0.398 0.143 -0.650
Cl 3.964 -3.063 -0.040 0.062 -0.112 0.027 0.578
H 6.667 -2.145 0.511 -0.219 0.023 0.139 0.068
H 6.370 -0.695 1.485 -0.177 -0.118 -0.059 0.073
H 4.611 -0.816 -0.213 0.036 -0.113 0.120 0.074
H 3.863 -1.160 1.356 0.115 -0.134 -0.111 0.060
Cl 5.960 3.861 -1.450 0.008 -0.046 -0.010 0.532
C 5.972 4.836 -2.941 -0.003 0.211 -0.242 -0.665
C 4.583 4.987 -3.539 0.072 0.209 0.066 -0.650
Cl 3.964 3.452 -4.197 0.154 0.119 -0.141 0.569
H 6.667 4.369 -3.646 -0.232 0.009 0.150 0.067
H 6.370 5.819 -2.672 -0.152 -0.128 -0.030 0.070
H 4.611 5.699 -4.370 0.083 -0.126 0.129 0.071
H 3.863 5.354 -2.801 0.172 -0.179 -0.099 0.070
Cl 3.527 -4.871 3.389 0.109 -0.206 0.156 0.557
C 4.246 -5.935 4.624 0.028 -0.175 0.158 -0.636
C 4.404 -5.234 5.964 -0.180 -0.226 0.030 -0.657
Cl 5.648 -3.960 5.914 -0.036 -0.006 0.005 0.531
H 5.205 -6.298 4.243 -0.161 0.198 0.085 0.073
H 3.576 -6.793 4.730 0.059 0.164 0.058 0.071
H 4.718 -5.954 6.725 -0.014 0.058 -0.184 0.070
H 3.465 -4.778 6.294 0.209 -0.040 -0.184 0.071
Cl -1.273 -7.404 -0.678 0.074 0.004 0.050 0.547
C -0.554 -8.468 0.557 0.039 -0.154 0.134 -0.667
C -0.396 -7.767 1.897 -0.230 -0.251 0.003 -0.634
Cl 0.848 -6.494 1.847 -0.044 -0.528 0.203 0.611
H 0.405 -8.831 0.176 -0.164 0.185 0.102 0.068
H -1.224 -9.327 0.664 0.075 0.174 0.070 0.070
H -0.082 -8.487 2.659 -0.007 0.059 -0.182 0.070
H -1.335 -7.312 2.227 0.214 -0.025 -0.189 0.075
```
Positions in Å, forces in eV/Å.

Values from the calculation:
F_max in eV Å⁻¹: 3.103
Frontier orbital gap in eV: 3.6
Calculated total energy in eV: -182926.1363
Spin multiplicity: 1
Charge: -1
E_HOMO in eV: -2.06

***

The following is a quantum chemistry calculation of a 2-piece molecular cluster, C4H4Cl2O overall, from the OMol25 dataset.

Structure (XYZ):
```
11
Properties=species:S:1:pos:R:3:forces:R:3:lowdin_charge:R:1
C -0.721 -1.334 -0.912 -1.949 -0.521 -0.034 -0.063
C -1.835 -0.693 -0.677 -2.422 0.264 0.489 -1.148
C 1.420 1.773 0.585 -1.467 1.330 -0.657 -0.337
C 1.990 0.702 0.978 2.320 -2.136 3.308 -0.013
O 0.822 2.700 0.237 0.298 0.353 -0.080 0.148
Cl -1.949 0.915 -0.068 0.425 0.093 -0.102 0.639
Cl -3.496 -1.353 -0.785 1.263 -0.056 -0.243 0.542
H 0.109 -0.781 -0.672 2.243 0.715 0.155 0.006
H -0.766 -2.356 -1.196 0.353 -0.559 -0.298 0.067
H 2.501 0.677 2.031 -1.051 0.289 -2.274 0.115
H 1.927 -0.252 0.480 -0.013 0.227 -0.263 0.044
```
Positions in Å, forces in eV/Å.

Values from the calculation:
F_max in eV Å⁻¹: 4.570
Frontier orbital gap in eV: 10.3
Calculated total energy in eV: -31302.9206
Energy relative to the best compared isomer or geometry (same formula, charge and spin) in kJ/mol: 144.05
Spin multiplicity: 1
Charge: 0
E_HOMO in eV: -9.59

***

The following is a quantum chemistry calculation of a 2-piece molecular cluster, C3H9OS overall, from the OMol25 dataset.

Structure (XYZ):
```
14
Properties=species:S:1:pos:R:3:forces:R:3:lowdin_charge:R:1
C -2.208 -0.686 0.547 1.017 2.053 -1.563 -0.538
S -1.884 1.245 0.362 -0.584 -1.651 0.305 0.093
H -1.325 -1.110 1.002 0.193 -0.226 0.217 -0.029
H -3.077 -0.895 1.138 -0.532 -0.096 0.087 -0.035
H -2.258 -1.033 -0.509 -0.331 -0.141 0.865 -0.015
C 1.514 0.786 -0.045 1.395 0.532 1.227 -0.386
O 0.953 0.583 1.271 -1.572 0.629 -1.706 -0.224
C 1.226 -0.386 -0.974 0.260 1.202 -1.318 -0.124
H 1.188 1.688 -0.613 -0.109 -0.134 0.986 0.091
H 2.569 0.967 0.305 -0.364 -0.454 -1.335 0.100
H -0.043 0.792 1.086 0.798 -0.086 0.624 -0.097
H 0.234 -0.178 -1.427 0.558 -0.230 0.069 0.053
H 2.002 -0.547 -1.784 -0.803 0.184 0.883 0.076
H 1.111 -1.226 -0.359 0.076 -1.582 0.659 0.036
```
Positions in Å, forces in eV/Å.

Values from the calculation:
F_max in eV Å⁻¹: 2.773
Frontier orbital gap in eV: 7.0
Calculated total energy in eV: -16139.9064
Energy relative to the best compared isomer or geometry (same formula, charge and spin) in kJ/mol: 110.95
Spin multiplicity: 1
Charge: -1
E_HOMO in eV: -2.78

***

The following is a quantum chemistry calculation of C36H99F6N9NaO9P as an isolated structure, from the OMol25 dataset.

Structure (XYZ):
```
161
Properties=species:S:1:pos:R:3:forces:R:3:lowdin_charge:R:1
Na 12.634 17.238 18.788 0.369 -0.717 0.582 0.558
P 12.937 13.847 17.931 0.624 -2.491 1.360 0.272
F 12.808 12.353 18.662 0.668 1.472 -0.892 -0.177
F 13.565 13.175 16.587 0.167 0.062 1.077 -0.151
F 11.445 13.661 17.300 0.801 0.558 0.691 -0.160
F 13.129 15.261 17.235 -0.967 2.008 -0.396 -0.159
F 12.322 14.483 19.318 -0.570 0.623 -0.786 -0.176
F 14.421 14.203 18.643 -0.592 -1.463 -0.673 -0.198
C 8.982 16.254 19.685 -0.244 -0.220 -0.239 -0.056
C 8.605 16.391 18.187 -1.489 -1.879 2.094 -0.417
C 7.176 15.772 17.864 1.150 0.186 1.355 -0.155
O 7.203 14.359 18.131 1.346 1.121 -0.599 -0.211
C 6.049 13.676 17.753 -0.088 -0.169 0.321 -0.123
N 8.685 17.801 17.944 0.652 0.714 -1.224 0.035
H 10.059 16.311 19.844 0.324 -0.457 -0.239 0.039
H 8.609 15.294 20.041 0.198 0.126 0.390 0.078
H 8.660 17.111 20.277 -0.753 -0.218 -0.065 0.077
H 9.357 15.756 17.717 -0.099 0.056 -0.888 0.118
H 6.911 16.089 16.855 -0.068 -0.629 -0.449 0.120
H 6.416 16.178 18.532 -0.030 0.486 0.133 0.124
H 5.243 13.914 18.447 -0.474 0.289 -0.255 0.088
H 6.231 12.611 17.899 0.174 -0.017 -0.262 0.090
H 5.821 13.897 16.710 -0.428 -0.124 -0.037 0.086
H 9.666 17.878 17.721 0.445 0.855 0.194 0.060
H 8.290 18.087 17.060 -0.549 -0.145 -0.338 0.075
C 14.202 16.833 9.424 -0.708 -0.194 -0.110 -0.077
C 12.864 16.802 10.230 1.861 0.732 3.352 -0.373
C 13.271 16.673 11.797 0.356 0.038 -0.608 -0.208
O 12.220 16.621 12.722 -1.242 -1.003 0.179 -0.202
C 12.467 15.879 13.932 0.263 0.506 -1.347 -0.076
N 12.074 18.037 10.147 0.442 -0.878 -1.062 0.034
H 14.805 15.942 9.598 -0.305 -0.335 -0.305 0.070
H 14.922 17.635 9.586 -0.490 0.496 0.579 0.071
H 13.900 16.936 8.382 0.310 -0.357 -0.252 0.068
H 12.242 15.991 9.850 0.124 -0.231 0.464 0.133
H 13.833 17.523 12.182 0.429 0.900 -1.044 0.104
H 14.036 15.906 11.923 -0.370 -0.915 -0.005 0.110
H 12.748 14.857 13.676 -0.044 -0.186 0.171 0.090
H 11.551 15.890 14.521 0.127 0.032 -0.069 0.083
H 13.304 16.347 14.450 0.076 -0.009 0.400 0.069
H 11.833 17.957 9.169 -0.813 0.888 -0.428 0.059
H 12.768 18.771 10.157 0.020 0.560 0.178 0.061
C 15.449 8.094 17.129 -0.708 -0.555 -2.335 -0.029
C 14.999 9.210 16.057 1.355 -0.999 1.066 -0.423
C 14.386 8.759 14.751 0.088 -0.856 0.234 -0.199
O 15.185 7.677 14.173 -2.260 1.385 0.128 -0.184
C 14.806 7.423 12.813 1.854 -0.648 0.568 -0.110
N 14.092 10.076 16.762 -0.243 0.338 0.217 0.042
H 16.177 8.363 17.893 -0.360 0.562 -0.032 0.048
H 15.880 7.246 16.597 0.494 0.137 -0.293 0.055
H 14.558 7.603 17.521 -0.172 0.573 0.535 0.069
H 15.881 9.742 15.701 0.570 0.094 0.407 0.122
H 14.295 9.634 14.108 0.807 0.190 -0.521 0.117
H 13.321 8.583 14.898 -0.209 -1.273 0.125 0.120
H 15.164 8.253 12.203 -0.537 0.169 -0.266 0.084
H 13.791 7.087 12.601 -0.288 0.503 0.421 0.086
H 15.451 6.577 12.578 -0.063 -0.098 -0.375 0.082
H 13.690 10.787 16.167 -0.032 0.206 -0.162 0.054
H 14.671 10.576 17.421 -0.266 0.304 0.364 0.061
C 16.990 14.303 16.607 -0.057 0.184 1.233 -0.046
C 17.942 13.809 17.739 -0.066 0.750 -0.802 -0.383
C 17.549 12.473 18.383 1.342 -0.113 -0.282 -0.174
O 17.836 11.464 17.409 -0.581 0.461 -0.343 -0.230
C 18.582 10.352 17.866 -0.679 0.995 0.135 -0.095
N 19.353 13.763 17.256 -0.355 -0.512 -0.268 0.042
H 17.424 15.133 16.050 0.415 -0.256 -0.271 0.070
H 16.122 14.774 17.069 -0.317 -0.368 0.032 0.031
H 16.643 13.497 15.960 0.194 0.068 -0.054 0.084
H 18.032 14.573 18.511 -0.779 0.027 0.286 0.106
H 16.567 12.356 18.840 -0.403 0.363 -0.618 0.103
H 18.221 12.386 19.237 0.413 -0.336 0.159 0.118
H 18.699 9.685 17.011 -0.164 -0.209 0.312 0.096
H 17.990 9.969 18.698 0.483 -0.877 0.101 0.080
H 19.560 10.700 18.199 0.234 -0.228 0.247 0.083
H 19.326 14.031 16.283 0.129 0.388 -0.177 0.055
H 19.620 12.794 17.159 0.126 -0.335 0.231 0.046
C 15.013 11.348 21.201 0.255 -0.787 -0.033 -0.036
C 14.000 10.197 21.385 0.988 0.166 0.381 -0.437
C 14.147 9.560 22.763 -0.266 -0.087 0.254 -0.217
O 15.404 8.984 23.062 0.883 0.377 -0.286 -0.187
C 15.778 7.875 22.248 -0.258 0.473 0.264 -0.090
N 12.630 10.541 21.183 -0.914 -0.306 0.093 0.061
H 15.998 10.897 21.078 0.221 0.084 -0.204 0.073
H 15.119 11.962 22.096 -0.354 0.036 0.073 0.054
H 14.780 11.972 20.338 -0.053 -0.016 0.008 0.056
H 14.234 9.361 20.726 -0.031 0.317 -0.580 0.122
H 13.327 8.847 22.849 -0.017 -0.447 0.046 0.119
H 13.983 10.293 23.553 0.051 0.231 0.060 0.121
H 16.828 7.599 22.339 0.016 0.231 0.916 0.085
H 15.752 8.125 21.187 -0.767 -0.271 -0.174 0.070
H 15.137 7.066 22.600 0.055 -0.484 -0.802 0.094
H 12.297 11.263 21.806 0.061 0.036 -0.161 0.046
H 12.404 10.763 20.224 0.083 0.192 0.062 0.063
C 13.598 19.442 22.680 2.059 0.055 -0.113 -0.063
C 13.757 18.550 21.446 0.369 1.265 0.868 -0.393
C 15.293 18.231 21.111 -2.839 -1.072 1.348 -0.154
O 15.251 17.503 19.908 0.736 0.354 -0.110 -0.187
C 16.506 16.935 19.612 0.855 -0.666 -0.757 -0.103
N 12.773 17.486 21.550 -0.294 -1.455 -0.530 0.055
H 13.939 18.968 23.600 -0.655 -0.615 0.137 0.085
H 12.599 19.872 22.760 0.275 0.078 0.077 0.088
H 14.414 20.159 22.594 -0.546 1.015 -0.101 0.073
H 13.311 19.166 20.664 0.789 0.407 -0.637 0.114
H 15.686 17.574 21.887 -0.163 -0.344 0.305 0.102
H 15.972 19.078 21.208 -0.291 0.569 -0.938 0.130
H 17.315 17.648 19.455 -0.308 0.686 -0.441 0.100
H 16.393 16.300 18.733 -0.045 0.176 0.000 0.063
H 16.979 16.304 20.365 -0.814 -0.307 0.695 0.090
H 13.086 16.586 21.885 1.036 -0.364 -0.363 0.038
H 12.140 17.685 22.311 -0.470 0.574 -0.171 0.078
C 10.796 13.137 24.113 0.626 1.764 0.446 -0.022
C 11.667 14.246 23.443 -1.018 -0.463 -0.124 -0.440
C 12.951 13.787 22.883 2.032 -1.015 0.017 -0.193
O 13.779 14.891 22.387 0.103 -1.314 1.483 -0.211
C 15.171 14.678 22.639 -0.004 0.251 0.019 -0.082
N 10.951 14.792 22.330 -0.839 0.807 -1.137 0.047
H 9.776 13.494 23.967 -0.154 -0.461 -0.182 0.077
H 10.952 13.231 25.187 0.135 -0.625 0.078 0.073
H 10.956 12.121 23.751 -0.016 0.142 -0.047 0.075
H 11.810 15.118 24.082 0.341 -0.365 0.706 0.141
H 12.884 13.123 22.022 -0.756 -0.029 -0.082 0.108
H 13.439 13.159 23.628 0.818 0.369 0.296 0.122
H 15.589 15.680 22.737 0.345 -0.212 -0.209 0.072
H 15.680 14.061 21.898 -0.205 0.438 -0.673 0.077
H 15.410 14.121 23.546 -0.590 0.212 0.520 0.089
H 10.546 14.027 21.810 -0.287 -0.151 -0.263 0.081
H 11.714 15.094 21.741 -0.485 0.593 -0.830 0.023
C 16.164 21.410 13.592 0.082 -1.132 0.579 -0.046
C 14.950 20.423 13.570 0.215 1.551 -0.717 -0.409
C 14.631 19.836 14.896 -0.460 -0.020 1.779 -0.269
O 15.534 18.838 15.258 0.703 -1.673 0.863 -0.166
C 15.245 18.188 16.526 0.516 0.800 -1.021 -0.060
N 13.812 21.218 13.079 -0.396 -0.036 -0.319 0.032
H 16.569 21.664 12.613 -0.399 -0.025 -0.038 0.072
H 16.985 20.984 14.170 0.121 -0.272 -0.037 0.068
H 15.908 22.315 14.142 -0.336 0.101 -0.225 0.073
H 15.084 19.557 12.922 0.315 0.246 -0.380 0.132
H 13.595 19.496 14.893 -0.274 -0.619 -0.280 0.121
H 14.627 20.560 15.710 0.121 0.797 0.056 0.125
H 15.995 17.453 16.819 0.214 -0.032 -0.821 0.072
H 14.298 17.655 16.434 -0.343 0.118 0.283 0.069
H 15.319 18.917 17.333 -0.649 0.262 0.139 0.087
H 13.048 20.678 12.700 0.158 -0.533 -0.243 0.064
H 13.353 21.719 13.827 0.329 0.367 0.334 0.067
C 9.524 11.143 16.016 -0.332 -1.230 -0.255 -0.074
C 9.015 12.128 14.974 0.323 0.268 1.004 -0.396
C 7.538 11.818 14.590 -0.059 0.829 -1.078 -0.119
O 7.116 12.232 13.210 0.499 -0.485 2.163 -0.183
C 7.653 11.411 12.208 0.456 -0.006 -0.479 -0.149
N 9.304 13.512 15.428 -0.472 0.449 -1.221 0.053
H 9.412 10.145 15.591 0.016 -0.350 -0.008 0.070
H 8.969 11.111 16.953 0.069 0.414 0.128 0.080
H 10.595 11.250 16.187 -0.115 0.336 0.247 0.068
H 9.673 11.905 14.134 -0.225 0.450 -0.444 0.118
H 6.881 12.299 15.315 -0.088 0.555 -0.353 0.096
H 7.261 10.772 14.719 0.576 -0.345 -0.238 0.115
H 8.695 11.143 12.384 0.267 0.265 0.036 0.073
H 7.584 11.952 11.265 0.112 0.158 0.064 0.086
H 7.170 10.452 12.020 -0.651 -0.156 0.494 0.078
H 8.759 13.920 16.174 -0.543 -0.682 0.102 0.040
H 10.263 13.661 15.708 -0.013 -0.515 -0.276 0.030
```
Positions in Å, forces in eV/Å.

Values from the calculation:
F_max in eV Å⁻¹: 3.903
Frontier orbital gap in eV: 7.4
Calculated total energy in eV: -100784.4957
Energy relative to the best compared isomer or geometry (same formula, charge and spin) in kJ/mol: 448.07
Spin multiplicity: 1
Charge: 0
E_HOMO in eV: -8.25